*one*
One molecule with the formula C4H3F3, computed with ωB97M-V/def2-TZVPD.

Values from the calculation:
HOMO level (Eh): -0.3385
Frontier orbital gap (eV): 8.04
E_LUMO (eV): -1.17

Cartesian coordinates (Å):
C  0.25935  -0.73782  0.08650
C  -2.37576  0.89443  -0.32056
C  -1.16741  -0.25449  -0.05658
C  1.47849  0.18094  0.04337
F  -1.73584  2.08480  -0.28763
F  0.46637  -1.96379  0.42272
F  -1.99057  -1.34515  0.04629
H  1.93414  0.06464  -0.91361
H  2.13492  -0.11067  0.90839
H  0.99631  1.18711  0.07110

=====

*two*
C4H3F3 as an isolated structure, computed with ωB97M-V/def2-TZVPD.

Values from the calculation:
HOMO level (spin up / spin down) (Eh): -0.3207 / -0.4053
Frontier orbital gap (spin up / spin down) (eV): 5.62 / 8.87
E_LUMO (spin up / spin down) (eV): -3.11 / -2.16

Cartesian coordinates (Å):
C  0.39514  0.10255  -0.97138
C  -0.73224  0.74300  -0.48621
C  0.51640  -0.68979  0.13856
C  -0.87100  -0.32042  0.53241
F  2.80088  0.57301  0.53658
F  -1.90791  -1.16944  0.18509
F  -1.25389  -0.02106  1.83436
H  0.97267  0.32204  -1.90573
H  -1.14109  1.68689  -0.54512
H  1.22103  -1.22678  0.68144

=====

The least stable of them is *two*.

=====

*one*
CH23LiO11 as an isolated structure, computed with ωB97M-V/def2-TZVPD.

Values from the calculation:
HOMO level (Eh): -0.3374
Frontier orbital gap (eV): 8.52
E_LUMO (eV): -0.66

Cartesian coordinates (Å):
Li  1.48281  1.04642  2.20175
C  0.15081  -0.12758  0.24575
O  -0.39919  0.48142  1.44675
H  1.17781  -0.08058  0.35775
H  -0.14919  0.39942  -0.63125
H  -0.14919  -1.12358  0.17575
O  -2.41119  -1.40258  -1.41525
H  -2.50419  -1.41358  -0.44825
H  -1.52019  -1.76158  -1.59525
O  -0.95819  -3.86158  1.79375
H  -1.53919  -3.29658  1.49175
H  -1.41919  -4.63258  1.89075
O  2.53781  2.07442  0.72775
H  2.75481  2.99142  0.80175
H  2.72781  1.97642  -0.26325
O  2.63281  -1.38858  -1.82225
H  3.00681  -1.39358  -2.85025
H  2.60981  -0.46158  -1.55225
O  -1.21119  1.33442  4.20875
H  -0.82919  1.04742  3.27875
H  -2.12319  0.99642  4.32575
O  2.94481  1.15742  -1.80725
H  1.90981  1.27842  -1.91025
H  3.16781  1.29542  -2.73425
O  0.65581  2.37142  -2.10125
H  0.96981  3.19242  -1.84825
H  -0.22819  2.16342  -1.82425
O  -2.05419  2.38742  0.53275
H  -3.01519  2.35342  0.62775
H  -1.61519  1.53642  0.89175
O  -0.04719  -2.26658  -2.03825
H  0.89981  -1.96758  -2.03025
H  -0.28419  -1.88058  -2.84925
O  -2.38819  -1.46458  1.50475
H  -3.11019  -0.88058  1.74075
H  -1.67319  -0.67958  1.47675

=====

*two*
CH23LiO11 as an isolated structure, computed with ωB97M-V/def2-TZVPD.

Values from the calculation:
HOMO level (Eh): -0.3595
Frontier orbital gap (eV): 8.92
E_LUMO (eV): -0.86

Cartesian coordinates (Å):
Li  -1.36498  0.61233  -1.38789
C  0.09632  -0.15217  0.34721
O  -0.82441  0.92983  0.32401
H  0.93708  0.20348  -0.28243
H  -0.49018  -0.94567  -0.29515
H  0.25686  -0.33464  1.30188
O  0.01706  -0.16222  3.71324
H  -0.27154  0.76215  3.84017
H  0.03786  -0.32565  2.74642
O  3.58634  0.47999  -2.37545
H  3.00949  -0.25049  -2.47251
H  3.13019  0.96266  -1.73450
O  -1.02981  -3.59680  0.69392
H  -0.34474  -2.86769  0.16587
H  -1.56893  -3.10336  1.22324
O  -2.24678  2.76840  1.56369
H  -1.49295  3.37815  1.69439
H  -1.75030  2.04612  1.01175
O  1.75171  -1.44641  -2.57778
H  1.59136  -2.24395  -1.99137
H  2.01463  -1.96376  -3.40722
O  1.04570  2.23571  1.87896
H  0.67832  1.57819  1.38459
H  0.47418  2.86729  1.90999
O  -2.81941  -0.94872  1.50642
H  -2.14655  -0.43439  0.85158
H  -3.52209  -0.34686  1.38129
O  -2.64227  -1.07976  -1.68067
H  -3.53165  -0.76879  -1.97404
H  -2.89150  -2.03199  -1.20629
O  3.51014  1.53043  0.98704
H  2.55527  1.85551  1.09020
H  3.66462  0.65432  1.45752
O  -0.16559  0.11856  -2.99340
H  0.64231  -0.40929  -2.69518
H  0.10423  0.42946  -3.99950

=====

The least stable of them is *two*.

=====

*one*
C30H44IrN6OTe as an isolated structure, computed with ωB97M-V/def2-TZVPD.

Values from the calculation:
Charge: +4
Multiplicity: 6
HOMO level (spin up / spin down) (Eh): -0.6320 / -0.6850
Frontier orbital gap (spin up / spin down) (eV): 6.06 / 3.58
<S²>: 8.7899
E_LUMO (spin up / spin down) (eV): -11.14 / -15.06

Cartesian coordinates (Å):
Ir  -0.24695  1.32590  1.31943
C  -3.26701  1.04566  2.18204
C  -3.22595  1.61118  0.76988
N  -2.01662  2.43449  0.52739
C  -2.04542  3.82703  1.05830
C  -1.91178  3.88964  2.57578
N  -0.91897  2.91708  3.08647
C  -1.34397  2.15375  4.28368
C  -1.61192  0.66749  3.98524
N  -1.96537  0.44599  2.56115
H  -3.50569  1.82035  2.90446
H  -4.06851  0.30795  2.25261
H  -3.18518  0.78698  0.05044
H  -4.13573  2.18072  0.56194
H  -1.91879  2.52309  -0.47938
H  -1.21223  4.34831  0.58480
H  -2.96700  4.32668  0.74840
H  -1.62791  4.90705  2.84958
H  -2.87006  3.70773  3.05709
H  -0.06920  3.41680  3.31436
H  -0.56561  2.21233  5.04320
H  -2.22636  2.62449  4.71901
H  -0.72560  0.06761  4.18697
H  -2.40998  0.30488  4.63865
H  -1.99515  -0.55558  2.40849
C  0.98176  2.66421  -1.66078
N  1.94024  1.57439  -1.67895
C  3.16039  1.84061  -2.46628
C  4.30356  0.98789  -1.97054
C  3.86598  -0.45749  -1.98458
N  2.60198  -0.60925  -1.24654
C  2.38378  -1.92163  -0.66798
C  1.69031  0.37669  -1.13572
O  0.59424  0.11407  -0.50938
H  1.52042  3.60232  -1.54176
H  0.29494  2.55980  -0.82456
H  0.40938  2.71232  -2.59049
H  3.38533  2.90057  -2.36560
H  2.95533  1.64778  -3.52334
H  4.58447  1.28684  -0.95901
H  5.17499  1.12134  -2.60976
H  4.60443  -1.09784  -1.50327
H  3.73189  -0.82064  -3.00815
H  3.20056  -2.16792  0.01155
H  2.36553  -2.68132  -1.45617
H  1.45373  -1.93892  -0.10666
C  5.00396  0.81954  5.02270
C  3.80718  0.94470  4.13799
C  3.43501  2.16685  3.57895
C  2.32251  2.24874  2.77030
N  1.54688  1.18716  2.48813
C  1.90783  -0.00037  3.00871
C  3.01213  -0.15775  3.81616
H  5.19135  1.74027  5.57121
H  5.88734  0.62147  4.41008
H  4.89896  -0.00595  5.72368
H  4.01103  3.06083  3.77740
H  2.03437  3.18990  2.31804
H  1.27423  -0.84565  2.76677
H  3.24839  -1.13719  4.20964
Te  -1.38375  -2.11792  -1.54251
C  -3.23425  -2.29889  -2.43829
C  -3.45547  -1.98853  -3.79858
C  -4.71455  -2.17017  -4.32048
C  -5.73965  -2.68252  -3.51468
C  -5.52020  -2.97447  -2.16303
C  -4.27605  -2.76985  -1.60963
C  -0.43644  -3.40501  -2.95509
C  -0.07742  -4.69813  -2.48106
C  0.46524  -5.59799  -3.35093
C  0.65815  -5.22682  -4.71865
C  0.33569  -3.91441  -5.17749
C  -0.21993  -3.01995  -4.31318
H  -2.66753  -1.60193  -4.42717
H  -4.91373  -1.91786  -5.35331
H  -6.71718  -2.85895  -3.94557
H  -6.32627  -3.36233  -1.55465
H  -4.10530  -3.01089  -0.56824
H  -0.24760  -4.98059  -1.45016
H  0.74087  -6.59163  -3.02139
H  1.03991  -5.95920  -5.42142
H  0.52828  -3.64634  -6.20817
H  -0.48027  -2.02965  -4.65813

=====

*two*
C30H44IrN6OTe as an isolated structure, computed with ωB97M-V/def2-TZVPD.

Values from the calculation:
Charge: +4
Multiplicity: 6
HOMO level (spin up / spin down) (Eh): -0.6379 / -0.6542
Frontier orbital gap (spin up / spin down) (eV): 8.41 / 5.29
<S²>: 8.7879
E_LUMO (spin up / spin down) (eV): -8.95 / -12.52

Cartesian coordinates (Å):
Ir  0.05151  0.51114  1.02609
C  0.51301  -0.64254  3.84883
C  1.76196  -0.91227  3.01805
N  2.03046  0.20508  2.07557
C  2.50055  1.46140  2.73417
C  1.74851  2.68859  2.23332
N  0.28458  2.44325  2.21260
C  -0.32664  2.30099  3.56490
C  -1.26609  1.10697  3.62040
N  -0.61193  -0.09462  3.02303
H  0.72367  0.06660  4.64759
H  0.20013  -1.56663  4.33313
H  1.63163  -1.81361  2.41848
H  2.60849  -1.07277  3.69013
H  2.73439  -0.10062  1.41180
H  3.56603  1.60200  2.55445
H  2.38551  1.34747  3.81115
H  2.05328  2.92956  1.21311
H  1.99920  3.54629  2.86231
H  -0.16885  3.21055  1.72939
H  -0.87330  3.20486  3.83190
H  0.47122  2.20255  4.29894
H  -2.16658  1.30073  3.03435
H  -1.55984  0.91243  4.65414
H  -1.32289  -0.81504  2.93586
C  -6.11298  -0.13893  1.22628
N  -6.46786  1.26650  1.06238
C  -7.90671  1.57962  1.03190
C  -8.15244  2.98697  1.51897
C  -7.29821  3.92510  0.69916
N  -5.90607  3.50311  0.70284
C  -4.90819  4.50398  0.43158
C  -5.46642  2.15732  0.97198
O  -4.27489  1.91642  1.07726
H  -6.09614  -0.39430  2.28792
H  -5.13548  -0.32126  0.79171
H  -6.86637  -0.74633  0.72974
H  -8.40646  0.84665  1.66232
H  -8.26991  1.44097  0.00834
H  -7.91125  3.07955  2.57963
H  -9.20134  3.25111  1.39430
H  -7.33081  4.96365  1.03193
H  -7.61260  3.92265  -0.35759
H  -4.83482  5.15942  1.30820
H  -5.24808  5.11800  -0.40488
H  -3.95405  4.03033  0.23739
C  -0.82555  0.81910  -5.26664
C  -0.65152  0.74795  -3.78619
C  -0.10154  1.81041  -3.06342
C  0.05843  1.70885  -1.70284
N  -0.28584  0.60095  -1.01276
C  -0.82063  -0.43107  -1.69717
C  -1.01505  -0.38747  -3.05762
H  -1.01521  1.83869  -5.59684
H  -1.63214  0.17315  -5.60698
H  0.09385  0.48523  -5.75514
H  0.19502  2.72300  -3.56310
H  0.47415  2.52830  -1.12993
H  -1.09959  -1.30228  -1.11916
H  -1.45820  -1.24069  -3.55355
Te  3.51598  -3.52221  -1.10629
C  4.30155  -5.09188  -2.14476
C  5.68616  -5.18796  -2.37898
C  6.17535  -6.30360  -3.02212
C  5.30161  -7.30878  -3.44107
C  3.92766  -7.21054  -3.21133
C  3.41980  -6.11051  -2.55799
C  5.07767  -2.16022  -1.30016
C  5.48413  -1.75813  -2.57155
C  6.52818  -0.85208  -2.68639
C  7.15620  -0.36175  -1.54801
C  6.74688  -0.77094  -0.28469
C  5.69963  -1.67161  -0.15192
H  6.36028  -4.40803  -2.05187
H  7.23777  -6.40353  -3.19683
H  5.69567  -8.18005  -3.94758
H  3.26573  -7.99869  -3.54226
H  2.35568  -6.03613  -2.37023
H  5.01449  -2.15696  -3.46219
H  6.86218  -0.54150  -3.66720
H  7.98196  0.33003  -1.64696
H  7.26399  -0.41139  0.59495
H  5.41839  -2.03053  0.83169

=====

The least stable of them is *one*.